Model w:
H14O7 | ωB97M-V/def2-TZVPD

Structure (ORCA input):
```
! RIJCOSX wB97M-V def2-TZVPD def2/J DEFGRID3
* xyz 0 1
O 1.254 -0.810 -1.000
H 2.179 -0.930 -0.642
H 0.829 -0.989 -0.214
O -0.308 1.523 -1.210
H -0.187 1.535 -0.309
H -0.567 0.623 -1.461
O -1.635 -2.896 2.312
H -2.504 -3.295 2.207
H -0.921 -3.610 2.346
O -0.465 3.221 1.382
H 0.403 3.243 0.967
H -0.408 2.844 2.332
O -1.376 -1.457 -2.592
H -1.276 -0.519 -2.496
H -1.983 -1.733 -1.882
O 5.716 -0.076 0.203
H 5.603 -0.401 -0.642
H 4.859 0.071 0.615
O -2.931 1.258 -0.343
H -3.807 1.077 -0.016
H -2.471 1.322 0.441
*
```

Calculated values
* SMILES: O.O.O.O.O.O.O
* M: 126.1 g mol⁻¹



Model x:
H14O7 | ωB97M-V/def2-TZVPD

Structure (ORCA input):
```
! RIJCOSX wB97M-V def2-TZVPD def2/J DEFGRID3
* xyz 0 1
O -0.495 -0.352 0.208
H 0.463 -0.266 0.303
H -0.831 0.414 -0.147
O 0.886 5.188 -0.847
H 1.003 4.261 -1.126
H -0.068 5.391 -0.603
O -4.134 1.277 0.050
H -4.844 0.927 -0.420
H -4.491 1.794 0.815
O 4.760 -1.037 -0.789
H 4.098 -0.810 -0.100
H 4.195 -1.340 -1.515
O -3.713 -2.653 -0.457
H -3.398 -3.522 -0.675
H -3.004 -2.159 -0.128
O 1.701 0.359 2.686
H 1.508 -0.570 2.720
H 1.071 0.774 2.038
O 1.790 -2.130 -0.577
H 1.398 -2.844 -0.135
H 2.106 -2.702 -1.300
*
```

Calculated values
* SMILES: O.O.O.O.O.O.O
* M: 126.1 g mol⁻¹



Stability check: which of them is most stable? model x.



Model w:
H14O7 | ωB97M-V/def2-TZVPD

Structure (ORCA input):
```
! RIJCOSX wB97M-V def2-TZVPD def2/J DEFGRID3
* xyz 0 1
O -17.663 15.255 10.048
H -18.081 15.970 9.569
H -18.149 15.200 10.871
O -11.538 17.429 8.326
H -11.518 16.494 8.122
H -12.375 17.734 7.977
O -16.233 13.933 7.011
H -16.807 14.165 7.741
H -16.458 13.025 6.807
O -12.481 14.000 7.075
H -13.416 13.849 6.935
H -12.100 13.979 6.198
O -18.311 20.280 5.776
H -19.041 19.661 5.749
H -18.727 21.139 5.850
O -16.249 20.564 2.696
H -15.528 21.190 2.626
H -16.610 20.712 3.570
O -14.943 17.370 6.738
H -15.620 17.839 6.250
H -15.304 16.493 6.868
*
```

Calculated values
* SMILES: O.O.O.O.O.O.O
* M: 126.1 g mol⁻¹



Model x:
H14O7 | ωB97M-V/def2-TZVPD

Structure (ORCA input):
```
! RIJCOSX wB97M-V def2-TZVPD def2/J DEFGRID3
* xyz 0 1
O -0.186 0.345 0.675
H -1.142 0.219 0.479
H -0.297 1.187 1.009
O -1.080 2.839 -3.696
H -0.148 2.689 -4.133
H -1.273 2.086 -3.148
O -1.784 1.870 0.556
H -1.852 1.844 -0.420
H -1.485 2.805 0.789
O 2.335 0.108 3.896
H 1.776 -0.404 4.384
H 3.139 0.160 4.423
O -0.774 -1.467 -3.916
H -0.351 -1.422 -3.013
H -0.228 -0.824 -4.398
O -1.580 -2.852 -0.069
H -2.101 -2.812 0.805
H -2.240 -2.672 -0.705
O 3.224 -0.922 1.895
H 3.303 -1.018 2.795
H 2.743 -1.761 1.792
*
```

Calculated values
* SMILES: O.O.O.O.O.O.O
* M: 126.1 g mol⁻¹



Stability check: which of them is most stable? model w.